39
Properties=species:S:1:pos:R:3 method="wB97M-V/def2-TZVPD" e_tot_ha=-1294.961432 smiles="CS(=O)(=O)N1CCC(C(=O)NCc2ccncc2)CC1" de_lowest_kj_mol=84.11
C -2.40 -1.83 1.20
H -1.56 -2.10 0.56
H -2.85 -2.72 1.62
H -2.11 -1.15 1.98
S -3.68 -1.05 0.17
O -4.73 -0.63 1.06
O -3.97 -1.95 -0.90
N -3.04 0.31 -0.50
C -2.15 0.20 -1.62
C -0.68 0.38 -1.22
H -0.06 0.39 -2.12
H -0.36 -0.46 -0.60
C -0.53 1.70 -0.46
C 0.93 1.98 -0.09
O 1.54 2.93 -0.52
N 1.48 1.09 0.77
H 0.96 0.27 1.05
C 2.87 1.14 1.15
C 3.67 0.03 0.52
C 3.58 -0.21 -0.84
C 4.32 -1.25 -1.39
N 5.11 -2.02 -0.67
C 5.21 -1.79 0.63
C 4.51 -0.78 1.27
H 4.61 -0.64 2.34
H 5.87 -2.45 1.17
H 4.28 -1.47 -2.44
H 2.95 0.41 -1.47
H 3.24 2.11 0.80
H 2.95 1.10 2.24
C -1.45 1.71 0.76
C -2.90 1.50 0.31
H -3.22 2.36 -0.28
H -3.57 1.38 1.15
H -1.16 0.93 1.46
H -1.37 2.67 1.28
H -0.83 2.52 -1.13
H -2.42 0.96 -2.36
H -2.33 -0.79 -2.06

---

97
Properties=species:S:1:pos:R:3 method="wB97M-V/def2-TZVPD" total_charge=+2 e_tot_ha=-5378.744210 de_lowest_kj_mol=65.87
Pt 0.18 -0.54 0.87
O 1.05 -1.50 7.97
N 2.07 -1.61 7.33
O 3.16 -1.84 7.78
C 1.98 -1.45 5.84
C 3.15 -1.58 5.18
C 3.21 -1.42 3.76
C 4.40 -1.52 3.03
C 4.38 -1.30 1.68
C 3.17 -0.98 1.06
N 2.03 -0.91 1.73
C 2.04 -1.13 3.07
C 0.79 -1.03 3.76
N -0.31 -0.79 3.00
C -1.49 -0.66 3.58
C -1.63 -0.76 4.97
C -0.54 -1.01 5.75
C 0.74 -1.16 5.15
H 4.04 -1.80 5.74
H 5.32 -1.77 3.55
H 5.28 -1.37 1.08
H 3.15 -0.77 0.01
H -2.34 -0.46 2.94
H -2.61 -0.64 5.41
H -0.63 -1.10 6.82
N -6.88 -0.56 -4.00
C -6.01 -0.34 -2.99
C -4.86 0.44 -3.20
C -3.95 0.63 -2.18
C -4.18 0.05 -0.94
C -5.33 -0.71 -0.70
C -6.23 -0.90 -1.72
S -3.06 0.33 0.33
O -3.60 -0.19 1.56
O -2.55 1.67 0.27
N -1.67 -0.61 -0.04
C -1.76 -1.99 0.08
N -0.56 -2.49 0.45
C -0.44 -3.82 0.62
C -1.52 -4.64 0.41
C -2.72 -4.02 0.04
N -2.84 -2.71 -0.14
H -6.76 -0.12 -4.89
H -7.73 -1.08 -3.85
H -4.71 0.91 -4.16
H -3.07 1.25 -2.33
H -5.49 -1.13 0.28
H -7.13 -1.48 -1.54
H 0.53 -4.19 0.91
H -1.44 -5.70 0.54
H -3.62 -4.61 -0.12
N 1.58 9.21 2.30
C 1.42 8.09 2.13
C 1.23 6.67 1.92
C 1.03 6.19 0.63
C 0.84 4.84 0.42
C 0.86 3.96 1.51
C 1.06 4.45 2.79
C 1.25 5.80 3.00
C 0.66 2.55 1.29
C 0.49 1.37 1.10
H 1.02 6.88 -0.20
H 0.67 4.45 -0.57
H 1.06 3.76 3.63
H 1.41 6.19 4.00
C 3.91 -3.74 -2.96
C 4.29 -2.41 -2.90
C 3.42 -1.44 -2.41
C 2.14 -1.83 -2.01
C 1.75 -3.17 -2.06
C 2.64 -4.12 -2.54
As 0.87 -0.52 -1.44
C 1.56 1.18 -2.00
C 2.54 1.95 -1.39
C 2.89 3.16 -1.98
C 2.26 3.57 -3.15
C 1.26 2.80 -3.73
C 0.89 1.60 -3.15
C -0.18 0.69 -3.63
C -0.95 0.88 -4.77
C -1.92 -0.05 -5.11
C -2.14 -1.17 -4.32
C -1.38 -1.38 -3.18
C -0.40 -0.45 -2.86
H 4.60 -4.48 -3.33
H 5.28 -2.11 -3.23
H 3.72 -0.40 -2.37
H 0.76 -3.47 -1.74
H 2.35 -5.16 -2.59
H 3.02 1.63 -0.48
H 3.66 3.77 -1.53
H 2.54 4.51 -3.60
H 0.78 3.15 -4.63
H -0.79 1.75 -5.40
H -2.51 0.10 -6.00
H -2.90 -1.89 -4.60
H -1.55 -2.25 -2.57

---

117
Properties=species:S:1:pos:R:3 method="wB97M-V/def2-TZVPD" e_tot_ha=-2874.997357 smiles="CC(=O)OCCCCCC[PH2](C[C@H](C)F)P(C)O.c1ccccc1.c1ccccc1.c1ccccc1.c1ccccc1.c1ccccc1.c1ccccc1"
C 8.71 3.74 1.31
C 9.18 3.14 0.00
O 10.32 2.99 -0.18
O 8.32 2.84 -1.00
C 7.01 2.41 -0.61
C 5.96 3.54 -0.64
C 6.38 4.76 -1.46
C 5.32 5.88 -1.38
C 4.09 5.56 -2.26
C 2.73 5.79 -1.58
P 2.36 4.62 -0.16
C 2.05 3.13 -1.31
C 2.40 1.75 -0.71
C 1.25 0.78 -0.92
F 2.62 1.80 0.65
P 2.62 6.36 1.32
C 4.00 5.97 2.48
O 1.26 6.44 2.35
H 8.74 4.82 1.27
H 9.43 3.42 2.05
H 7.74 3.40 1.65
H 6.99 1.96 0.37
H 6.72 1.62 -1.29
H 5.81 3.88 0.38
H 5.05 3.16 -1.06
H 7.36 5.13 -1.21
H 6.39 4.45 -2.50
H 5.05 6.12 -0.36
H 5.79 6.77 -1.79
H 4.21 4.55 -2.66
H 4.12 6.23 -3.11
H 2.78 6.77 -1.13
H 1.90 5.82 -2.28
H 3.51 4.03 0.45
H 1.00 4.53 0.30
H 0.98 3.12 -1.50
H 2.53 3.23 -2.28
H 3.26 1.37 -1.26
H 0.42 1.18 -0.35
H 1.52 -0.15 -0.43
H 1.01 0.65 -1.97
H 4.13 6.78 3.19
H 3.74 5.07 3.05
H 4.95 5.80 1.98
H 0.48 6.07 1.91
C -3.41 -1.02 -4.46
C -3.09 -0.49 -3.22
C -2.19 0.56 -3.13
C -1.61 1.09 -4.27
C -1.93 0.56 -5.52
C -2.83 -0.50 -5.61
H -4.12 -1.84 -4.54
H -3.55 -0.89 -2.33
H -1.94 0.97 -2.16
H -0.91 1.91 -4.20
H -1.48 0.97 -6.41
H -3.08 -0.91 -6.58
C -0.93 3.49 5.45
C -1.23 2.14 5.28
C -0.81 1.47 4.14
C -0.08 2.15 3.17
C 0.23 3.49 3.34
C -0.21 4.16 4.48
H -1.27 4.01 6.33
H -1.80 1.62 6.04
H -1.05 0.42 4.01
H 0.26 1.62 2.29
H 0.79 4.02 2.59
H 0.02 5.21 4.60
C -5.18 -3.35 0.61
C -6.26 -2.79 1.28
C -7.21 -2.06 0.57
C -7.08 -1.89 -0.80
C -6.00 -2.46 -1.47
C -5.05 -3.19 -0.76
H -4.44 -3.92 1.16
H -6.37 -2.92 2.35
H -8.05 -1.61 1.09
H -7.82 -1.33 -1.35
H -5.90 -2.34 -2.54
H -4.21 -3.63 -1.28
C -2.18 -6.22 -0.18
C -1.44 -5.05 -0.18
C -0.32 -4.93 0.63
C 0.05 -5.99 1.45
C -0.69 -7.16 1.46
C -1.81 -7.28 0.65
H -3.05 -6.32 -0.81
H -1.73 -4.23 -0.83
H 0.26 -4.02 0.63
H 0.93 -5.90 2.09
H -0.39 -7.99 2.10
H -2.39 -8.19 0.66
C -8.77 -3.53 -4.03
C -9.85 -2.97 -3.36
C -10.80 -2.23 -4.07
C -10.67 -2.07 -5.44
C -9.59 -2.64 -6.11
C -8.64 -3.37 -5.40
H -8.04 -4.10 -3.48
H -9.96 -3.10 -2.29
H -11.64 -1.79 -3.55
H -11.41 -1.50 -5.99
H -9.49 -2.51 -7.18
H -7.80 -3.81 -5.92
C 3.27 -7.66 4.71
C 3.13 -7.57 6.09
C 2.95 -6.33 6.69
C 2.90 -5.18 5.90
C 3.03 -5.28 4.52
C 3.22 -6.52 3.93
H 3.42 -8.63 4.25
H 3.17 -8.46 6.70
H 2.85 -6.26 7.76
H 2.75 -4.22 6.37
H 2.99 -4.39 3.91
H 3.33 -6.59 2.85

---

no.,highest occupied orbital energy (eV)
1,-9.751
2,-12.481
3,-6.933